[1]
3 unconnected molecules or ions with the total composition C7H15N, computed with ωB97M-V/def2-TZVPD.

Last column: Löwdin charge in e.
Atoms and positions in Å:
N -1.337 -0.241 -1.030  0.142
C -1.625 -0.047 0.125  -0.389
C -2.907 0.198 0.866  -0.062
C 1.338 0.794 0.027  -0.284
C 0.633 0.842 1.224  -0.099
C 0.913 -2.162 -0.036  -0.161
C 1.176 1.859 -1.018  -0.110
C 0.782 -1.205 -1.176  -0.090
H 0.083 -1.500 -1.939  0.040
H 0.027 -2.132 0.607  0.064
H 1.783 -1.957 0.591  0.067
H 1.703 2.775 -0.725  0.076
H 0.987 0.272 2.076  0.078
H 2.268 0.244 0.028  0.092
H -3.053 -0.582 1.616  0.075
H -0.628 0.127 0.877  0.063
H -2.852 1.153 1.393  0.074
H 1.571 1.543 -1.984  0.069
H 0.078 1.742 1.476  0.082
H 0.122 2.106 -1.156  0.069
H 1.701 -0.844 -1.622  0.054
H 0.992 -3.193 -0.403  0.075
H -3.757 0.208 0.184  0.072

## Properties
HOMO energy (alpha / beta) = -7.8 / -7.8 eV
HOMO-LUMO gap (alpha / beta) = 0.304 / 0.304 hartree


[2]
A single C7H15N molecule at a distorted geometry, computed with ωB97M-V/def2-TZVPD.

Last column: Löwdin charge in e.
Atoms and positions in Å:
N 0.884 -1.137 2.393  -0.031
C -1.739 0.721 -1.026  -0.085
C 0.841 1.281 1.831  -0.044
C 0.468 0.011 -2.842  -0.112
C 0.296 -0.669 -1.571  -0.169
C 0.711 -0.213 1.275  -0.397
C -0.702 -0.624 0.686  -0.135
C -0.729 -0.251 -0.797  -0.322
H -2.193 0.761 -2.034  0.092
H 1.474 -2.042 2.142  0.132
H -1.457 1.723 -0.777  0.092
H -2.529 0.549 -0.322  0.070
H 0.936 -0.730 -3.543  0.085
H -0.809 -1.618 0.890  0.069
H 0.711 -1.578 -1.265  0.095
H -0.525 0.360 -3.295  0.090
H 0.159 -1.349 2.971  0.013
H -0.034 1.716 2.340  0.082
H 1.484 1.782 1.160  0.042
H 1.038 0.940 -2.576  0.097
H -1.452 -0.100 1.313  0.116
H 1.536 -0.595 0.486  0.160
H 1.630 1.063 2.562  0.060

## Properties
HOMO energy = -8.2 eV
HOMO-LUMO gap = 0.339 hartree
SMILES = C/C=C(\C)C[C@@H](C)N


[3]
A single C7H15N molecule at a distorted geometry, computed with ωB97M-V/def2-TZVPD.

Last column: Löwdin charge in e.
Atoms and positions in Å:
N -0.480 1.905 1.335  0.072
C -1.244 0.952 0.581  -0.333
C -0.675 0.111 -0.314  -0.287
C 0.777 0.264 -0.680  -0.185
C 1.631 -0.825 0.026  -0.256
C 3.041 -0.958 -0.485  -0.127
C -2.668 0.855 1.047  -0.053
C -1.378 -1.056 -0.914  -0.054
H 0.935 0.091 -1.756  0.116
H -2.955 -0.191 1.022  0.062
H -1.435 -0.924 -2.001  0.085
H 1.533 -0.693 1.110  0.114
H -2.453 -0.987 -0.708  0.070
H 1.115 1.309 -0.528  0.108
H 3.399 -0.143 -1.110  0.070
H -2.645 1.116 2.089  0.067
H -3.468 1.408 0.544  0.084
H -0.818 -1.949 -0.652  0.073
H 3.765 -1.226 0.312  0.073
H 3.196 -1.923 -1.016  0.074
H -0.839 2.840 1.193  0.085
H 1.170 -1.801 -0.199  0.095
H 0.496 1.824 1.101  0.050

## Properties
HOMO energy = -7.9 eV
HOMO-LUMO gap = 0.329 hartree
SMILES = CCC/C(C)=C(/C)N


[4]
A gas-phase ion, C7H15N2 (charge +1) at a distorted geometry, computed with ωB97M-V/def2-TZVPD.

Last column: Löwdin charge in e.
Atoms and positions in Å:
N -1.120 1.257 -1.470  0.113
N 1.918 1.210 0.423  0.079
C -0.902 -0.480 0.091  -0.161
C -1.151 -2.013 2.073  -0.103
C 1.653 -0.055 -1.500  -0.022
C 1.203 1.160 -0.672  -0.398
C -1.807 1.525 -2.354  0.324
C -0.364 -0.889 1.487  -0.248
C -0.467 0.894 -0.344  -0.309
H 1.096 2.126 -1.301  0.170
H -0.872 -2.098 3.111  0.080
H -0.887 -3.034 1.666  0.109
H 2.205 0.354 0.861  0.108
H -0.520 0.139 2.012  0.144
H -0.476 1.616 0.508  0.171
H -2.295 1.654 -3.378  0.175
H -2.042 -0.254 0.266  0.161
H -2.176 -2.018 1.944  0.049
H 1.824 2.052 0.981  0.127
H 0.997 -0.327 -2.234  0.045
H -0.700 -1.108 -0.845  0.144
H 2.523 0.210 -2.036  0.087
H 1.677 -0.883 -0.857  0.075
H 0.682 -1.038 1.569  0.082

## Properties
Net charge = +1
HOMO energy = -12.7 eV
HOMO-LUMO gap = 0.310 hartree
SMILES = C#[N+][C@@H](CCC)[C@H](C)N


[5]
A gas-phase ion, C7H15N2 (charge +1) at a distorted geometry, computed with ωB97M-V/def2-TZVPD.

Last column: Löwdin charge in e.
Atoms and positions in Å:
N -2.216 0.198 -1.115  0.036
N 0.045 -0.687 0.476  -0.094
C 0.999 1.878 1.434  0.024
C 1.245 -1.074 -1.716  0.037
C -0.758 0.459 -1.511  -0.111
C 0.144 -0.559 -0.811  -0.188
C 1.052 -1.410 1.160  -0.007
C -0.890 0.052 1.386  -0.066
C -0.211 1.440 1.725  -0.114
H 1.108 2.952 1.557  0.077
H 1.876 -1.778 -1.271  0.063
H -0.957 2.089 2.078  0.088
H 0.638 -2.476 1.379  0.165
H 1.624 -0.055 -2.033  0.147
H -0.637 0.272 -2.588  0.123
H -2.617 -0.561 -1.569  0.064
H 1.868 -1.417 0.538  0.055
H -2.755 0.959 -1.393  0.063
H 0.846 -1.653 -2.516  0.100
H 1.726 1.233 0.875  0.085
H 1.166 -0.917 2.103  0.104
H -1.764 0.226 0.798  0.074
H -0.393 1.448 -1.190  0.139
H -1.140 -0.620 2.205  0.138

## Properties
Net charge = +1
HOMO energy = -13.6 eV
HOMO-LUMO gap = 0.361 hartree
SMILES = C=CC/[N+](C)=C(/C)CN


[6]
A gas-phase ion, C7H15N2 (charge +1) at a distorted geometry, computed with ωB97M-V/def2-TZVPD.

Last column: Löwdin spin population.
Atoms and positions in Å:
N 1.335 -0.066 0.256  0.086
N -0.517 -1.670 -0.460  0.371
C 1.158 1.368 -0.027  0.109
C -0.296 1.171 -0.534  0.563
C 2.730 -0.670 0.176  0.038
C 0.325 -0.571 -0.741  0.490
C -2.336 -0.003 -0.138  0.040
C -1.632 1.265 0.257  0.088
C -1.525 -1.195 0.518  0.051
H 3.256 -0.576 -0.870  0.003
H 0.884 -0.353 1.199  0.015
H -1.148 -0.869 1.503  0.008
H -2.020 -2.150 0.707  0.001
H -3.463 0.078 0.220  0.001
H -1.439 1.292 1.276  0.003
H 1.747 1.629 -0.776  0.011
H 0.943 -0.579 -1.723  0.019
H 1.242 1.919 0.803  0.022
H -0.957 -2.033 -1.293  0.008
H 2.772 -1.717 0.640  0.005
H -0.328 1.559 -1.564  0.025
H -2.031 2.224 -0.167  0.035
H 3.443 -0.237 0.953  0.010
H -2.403 -0.219 -1.307  0.000

## Properties
Net charge = +1
HOMO energy (alpha / beta) = -7.7 / -15.0 eV
Expectation value of S² = 2.01
Multiplicity = 3
HOMO-LUMO gap (alpha / beta) = 0.189 / 0.311 hartree


[7]
A gas-phase ion, C7H15N2O3 (charge +1) at a distorted geometry, computed with ωB97M-V/def2-TZVPD.

Last column: Löwdin charge in e.
Atoms and positions in Å:
O -0.060 -1.537 -0.256  -0.053
O 2.929 -0.568 0.451  -0.047
O 0.203 1.693 0.699  -0.043
N 1.630 1.288 -1.043  0.148
N -0.065 -0.109 -2.213  0.224
C -2.692 -0.491 0.446  -0.036
C 0.964 0.762 0.055  -0.367
C -1.663 0.412 -0.159  -0.216
C -0.293 -0.217 -0.620  -0.232
C -1.119 1.255 1.023  -0.111
C 1.637 -0.353 1.014  -0.183
C 0.860 -1.703 0.795  -0.095
H 0.120 -1.061 -2.517  0.148
H -1.581 2.347 1.242  0.199
H -0.960 0.116 -2.677  0.161
H -2.356 -0.970 1.362  0.094
H -1.121 0.703 1.882  0.089
H 0.862 0.520 -2.278  0.160
H 1.600 2.253 -1.143  0.120
H -2.998 -1.363 -0.113  0.095
H -2.038 1.182 -0.831  0.150
H 2.538 1.006 -1.145  0.086
H 0.293 -2.055 1.746  0.157
H 3.639 -0.787 1.129  0.153
H -3.509 0.093 0.648  0.068
H 1.601 -2.500 0.449  0.154
H 1.579 0.083 2.053  0.177

## Properties
Net charge = +1
HOMO energy = -13.3 eV
HOMO-LUMO gap = 0.391 hartree
SMILES = C[C@H]1CO[C@@]2(N)[C@H](O)CO[C@@]12[NH3+]


[8]
A single C7H15N3 molecule at a distorted geometry, computed with ωB97M-V/def2-TZVPD.

Last column: Löwdin charge in e.
Atoms and positions in Å:
N -1.196 -2.173 0.413  0.090
N -1.717 0.838 -1.083  0.102
N 1.028 -1.832 -1.192  0.085
C 1.440 0.306 -0.174  -0.297
C -0.683 -0.883 0.268  -0.310
C -2.255 0.740 1.309  -0.060
C 1.260 1.307 0.945  -0.076
C -1.563 0.145 0.111  -0.371
C 0.650 -0.775 -0.375  -0.304
C 2.535 0.686 -1.136  -0.072
H 3.521 0.603 -0.675  0.075
H -3.340 0.677 1.220  0.063
H -0.636 -2.760 1.018  0.084
H -1.978 1.802 1.383  0.084
H 2.518 0.089 -2.052  0.068
H 0.747 2.207 0.595  0.076
H 0.499 -2.662 -0.929  0.070
H 0.714 0.889 1.798  0.072
H 2.031 -1.990 -1.143  0.089
H -2.686 1.108 -1.235  0.093
H 2.382 1.726 -1.452  0.082
H -2.183 -2.173 0.654  0.097
H -1.940 0.272 2.247  0.081
H 2.239 1.603 1.341  0.074
H -1.388 0.251 -1.857  0.105

## Properties
HOMO energy (alpha / beta) = -6.1 / -6.1 eV
HOMO-LUMO gap (alpha / beta) = 0.257 / 0.257 hartree
SMILES = CC(C)=C(N)/C(N)=C(/C)N


Listing energy above the lowest of the compared OMol25 structures with the same formula, charge and spin for the structures above in their given order: 529.0; 299.6; 92.1; 365.8; 222.2; 416.4; 110.8; 166.6 kJ/mol.